(1)
36
Properties=species:S:1:pos:R:3:forces:R:3:lowdin_charge:R:1 method="wB97M-V/def2-TZVPD" charge=-1 homo_lumo_gap_ev=7.7 homo_energy_ev=-4.93 lumo_energy_ha=0.101
Al -2.184634 -0.530860 2.709458 0.3558 0.2137 0.3828 0.21
O -4.157452 3.312291 0.695006 1.7592 -0.5135 1.9900 -0.01
O -3.901516 1.816195 2.193558 0.1788 -0.3237 0.0490 -0.27
N -3.425011 2.947237 1.600849 -2.0686 1.0712 -2.2100 -0.08
N 4.198647 -1.710470 -1.041324 0.0271 0.0655 -0.0560 0.00
C -0.213019 -0.720469 2.176457 1.9482 -0.4294 -0.5161 -0.34
C 5.437152 -1.255592 -0.669981 0.1257 0.0154 0.0595 -0.15
C -2.088224 -1.138723 -1.179133 1.8930 4.3733 -0.8824 -0.04
C -2.796083 -0.088856 -2.267351 3.6219 0.9470 2.6035 -0.07
C 0.023380 -1.539172 0.742586 -1.2183 0.9716 -0.1884 -0.26
C -0.060473 0.898072 -0.642907 -4.0043 -0.8445 -2.8044 -0.03
C 4.066839 0.506646 -0.949155 -0.3632 -0.1365 -0.1423 -0.12
C 5.382947 0.118590 -0.602004 0.2898 -0.3031 0.0434 -0.12
C -0.746596 -0.599527 -0.406728 -0.4536 1.0884 -1.5258 -0.16
C -0.767582 1.936243 -1.721661 -1.3197 -4.5022 1.5040 -0.07
C -2.134136 1.407438 -2.485086 1.3741 -2.0288 1.9297 -0.10
C 3.358013 -0.642645 -1.219146 -0.0905 0.0485 -0.0250 -0.15
C -3.316559 0.643587 1.467123 -0.4336 -0.8658 -1.9907 -0.29
H -2.653012 2.155160 -3.227703 1.0841 -1.7326 1.6335 0.06
H 0.440512 -1.289244 2.997098 -1.3551 1.1664 -1.5649 0.05
H 6.203074 0.771323 -0.332163 -0.1232 -0.1274 -0.0333 0.09
H 1.164508 -1.699090 0.498631 -2.2465 0.3742 0.2063 0.08
H -0.532596 -2.592603 0.783858 1.2369 2.2657 -0.1045 0.10
H 6.248492 -1.946905 -0.485108 -0.1225 0.1468 -0.0040 0.10
H -3.774338 -0.448057 -2.812115 2.2058 1.0740 1.1155 0.07
H -2.196547 0.181320 4.157208 0.0361 0.1204 0.1528 -0.11
H 0.902775 1.195500 -0.048714 -2.1210 -0.7028 -1.2524 0.08
H -4.237256 0.004322 1.063021 1.7154 1.5754 0.5550 0.07
H 3.945092 -2.682017 -1.165586 0.0617 0.4160 0.0658 0.15
H -2.861811 -1.982435 2.875364 -0.0982 -0.3272 -0.2485 -0.12
H -0.295439 3.014171 -1.869211 -1.3429 -2.5683 0.1907 0.08
H -2.526219 -2.226030 -0.955079 1.1050 2.7837 -0.5264 0.10
H 0.246152 0.373990 2.098486 -0.6808 -2.2351 -0.0305 0.04
H 3.678344 1.515602 -0.998207 0.0298 -0.1875 0.0019 0.09
H 2.329739 -0.791694 -1.520225 0.1148 0.0969 0.0813 0.10
H -2.757165 1.086703 0.539883 -1.1211 -0.9857 1.5407 0.04

=====

(2)
13
Properties=species:S:1:pos:R:3:forces:R:3:lowdin_charge:R:1 method="wB97M-V/def2-TZVPD" homo_lumo_gap_ev=10.8 e_above_lowest_kj_mol=149.8 homo_energy_ev=-9.54 lumo_energy_ha=0.045 smiles=COC1CC1
O -0.573949 0.297090 0.833718 -0.1029 0.0257 0.4158 -0.15
C 0.387929 -0.364187 -1.357377 -0.8854 0.4727 0.0024 -0.10
C 0.732316 1.103671 -1.098232 -0.3148 -0.7319 0.1788 -0.09
C -0.970030 -0.931466 1.422907 -0.1556 -0.1701 -0.2334 -0.10
C 0.564158 0.165726 0.064699 0.1226 -0.2700 -1.3172 -0.38
H -0.054339 1.836732 -1.271204 0.2593 -0.1859 0.0669 0.11
H -1.918867 -0.732862 1.922900 0.1493 -0.0534 0.1010 0.08
H 1.097447 -1.023419 -1.827281 0.3825 0.0269 0.1359 0.08
H -0.638341 -0.555119 -1.727120 0.6167 0.1873 0.5878 0.11
H 1.463768 -0.135051 0.597600 -0.0589 -0.0084 0.0528 0.14
H -0.226674 -1.311161 2.158772 -0.3365 0.2065 -0.4629 0.10
H -1.158574 -1.686195 0.630914 0.2499 0.2093 0.4204 0.09
H 1.740935 1.387885 -1.346301 0.0740 0.2912 0.0518 0.09

=====

(3)
67
Properties=species:S:1:pos:R:3:forces:R:3:lowdin_charge:R:1 method="wB97M-V/def2-TZVPD" charge=-2 homo_lumo_gap_ev="4.6 / 4.3" e_above_lowest_kj_mol=18.8 homo_energy_ev="-0.65 / -0.39" lumo_energy_ha="0.145 / 0.143"
Ge -1.642448 -2.228465 0.222492 -0.1054 0.2708 -0.0339 0.89
Sc -1.260923 0.844449 0.318313 0.5524 -0.1012 0.0203 0.54
S -2.687093 2.430583 1.824889 0.0447 -0.0403 -0.0848 0.53
S 5.329214 1.869070 -0.322865 -0.0296 0.0116 -0.0223 0.95
S -2.479612 2.621294 -1.119742 0.0598 -0.0117 0.1979 0.54
O -1.319167 -1.876655 4.078812 0.0652 0.0367 0.0032 0.03
N -4.589855 5.652961 -1.768131 0.0210 0.0350 0.0058 0.11
N -4.881628 5.436735 2.529539 -0.0257 -0.0099 -0.0040 0.11
N 0.838694 1.521986 0.540769 -0.2753 -0.2173 -0.0323 -0.08
N 7.088024 4.822797 2.710009 0.0338 -0.0046 0.0118 0.02
C 1.036118 0.230106 -2.866485 0.0754 -0.0816 0.0959 -0.11
C -3.466130 -2.098591 -0.504810 -0.0067 0.0041 -0.0162 -0.26
C 1.349035 2.467189 -0.314311 -0.0803 0.1487 -0.2416 -0.18
C 1.777129 0.757231 1.200964 0.0690 -0.0555 -0.0432 -0.17
C 7.330761 3.310029 0.862776 -0.0527 -0.0611 -0.0527 -0.12
C 7.830549 4.200069 1.792337 -0.0181 0.0511 -0.0021 -0.19
C -0.563846 -1.222412 -1.045321 0.0170 0.0161 -0.0552 -0.36
C -1.103623 -4.818836 1.482799 -0.0071 0.0065 0.0098 -0.09
C -4.251962 -1.008938 -0.124972 0.1306 -0.1308 0.0614 -0.11
C -1.546089 -1.113945 1.746034 0.0279 0.1085 -0.0389 -0.27
C -4.428735 4.954567 1.583643 0.0526 0.0143 0.0142 -0.29
C -1.033711 -4.082166 0.300817 0.0101 -0.0727 0.1084 -0.25
C -4.255149 5.087734 -0.818864 -0.0291 -0.0681 0.0254 -0.29
C -0.316563 0.427781 -2.849014 0.0059 -0.0200 -0.0090 -0.13
C -5.144473 -2.680260 -2.147054 -0.0073 0.0343 0.0246 -0.11
C -5.457360 -0.740949 -0.758579 -0.0658 -0.0216 -0.0261 -0.08
C 0.844296 -1.398399 -1.088779 0.0088 0.1244 -0.0599 -0.14
C -0.174683 -6.740755 0.375761 0.0079 -0.0311 0.0135 -0.12
C 3.632929 1.759705 0.014412 -0.0580 0.0108 -0.0110 -0.63
C -3.081128 3.282885 0.371822 -0.1342 -0.1273 0.0089 -1.16
C 5.785663 4.536826 2.698335 -0.0107 -0.0108 -0.0066 -0.16
C -1.142475 -0.279128 -1.941471 -0.0166 0.0320 0.0497 -0.25
C 2.669495 2.613235 -0.606923 0.1323 -0.0806 0.1666 -0.13
C -0.678456 -6.139909 1.522183 0.0068 -0.0008 -0.0272 -0.10
C 5.964481 3.019552 0.861893 0.0859 0.0363 0.0462 -0.52
C -0.514769 -4.693746 -0.838703 0.0072 -0.0386 0.0034 -0.11
C -0.090413 -6.016708 -0.804881 -0.0095 0.0266 -0.0089 -0.10
C -1.424864 -1.523036 2.951923 -0.1540 -0.0211 -0.0221 -0.43
C 1.629922 -0.702431 -1.969168 -0.0698 0.0661 -0.0572 -0.10
C 3.117257 0.837266 0.972225 -0.0371 0.0460 0.0348 -0.13
C -3.890999 4.410143 0.381991 -0.0076 0.1002 -0.0536 -0.41
C -3.929107 -2.930330 -1.523439 -0.0339 0.0171 0.0059 -0.11
C -5.905251 -1.578477 -1.769924 0.0172 -0.0257 -0.0107 -0.11
C 5.178971 3.658509 1.814970 -0.0302 -0.0036 -0.0085 -0.07
H 2.704818 -0.834114 -1.961507 -0.0022 -0.0023 0.0025 0.10
H 5.181780 5.042313 3.445248 0.0009 0.0014 -0.0017 0.10
H -5.493182 -3.334076 -2.938502 -0.0015 -0.0008 0.0021 0.09
H -3.911082 -0.372214 0.688420 -0.0821 0.0591 -0.0179 0.07
H 1.659671 0.802517 -3.541708 0.0195 -0.0114 0.0028 0.09
H 7.988540 2.839762 0.140904 0.0192 0.0121 0.0163 0.09
H 4.114162 3.469945 1.860547 -0.0006 -0.0030 -0.0034 0.10
H -0.425246 -4.122071 -1.756897 0.0022 -0.0028 -0.0005 0.10
H -1.481096 -4.349609 2.385379 0.0034 -0.0042 -0.0077 0.10
H 0.615397 3.100346 -0.801818 -0.0300 -0.0199 0.0203 0.09
H 1.386476 0.039173 1.913257 -0.0512 -0.0005 -0.0126 0.10
H 0.161918 -7.770587 0.405535 -0.0023 0.0014 0.0016 0.09
H 2.980830 3.373678 -1.312052 -0.0065 0.0069 0.0048 0.09
H 0.314231 -6.479115 -1.697574 0.0004 0.0025 -0.0014 0.09
H -6.843238 -1.367998 -2.269936 0.0007 -0.0129 -0.0051 0.09
H -0.733033 -6.700148 2.448039 -0.0035 0.0079 0.0040 0.09
H -0.767396 1.145113 -3.525404 -0.0354 -0.0076 0.0154 0.10
H -2.219464 -0.238764 -2.073312 0.0001 0.0207 -0.0198 0.08
H 1.312595 -2.091074 -0.395785 0.0008 -0.0087 0.0022 0.11
H -3.331204 -3.779811 -1.839740 -0.0054 0.0013 -0.0087 0.09
H 8.891257 4.434835 1.798994 0.0015 -0.0090 0.0072 0.09
H -6.040291 0.124052 -0.467813 0.0216 0.0100 0.0077 0.11
H 3.791530 0.189280 1.519448 -0.0162 -0.0015 0.0126 0.09

=====

The calculation returns the following E values, one per record and in order: -1008.157339; -232.388593; -5636.014648 a.u..